Formula: C44H97BrN3
Source: the Open Molecules 2025 dataset
Level of theory: ωB97M-V with the def2-TZVPD basis set

Each line ends with the Löwdin charge.
Positions of all 145 atoms, in Å:
C -4.67 0.20 -5.24  -0.14
C -3.60 -0.76 -4.56  -0.27
C -4.11 -2.17 -4.02  -0.21
C -5.68 -2.39 -3.86  -0.21
C -6.27 -2.10 -2.39  -0.20
C -5.57 -0.91 -1.58  -0.21
C -5.02 -1.48 -0.16  -0.20
C -4.62 -0.28 0.87  -0.20
C -3.59 0.76 0.18  -0.11
C -2.90 1.77 1.21  -0.07
N -3.50 2.65 2.19  0.14
C -2.40 3.36 2.83  0.02
N -1.19 2.84 2.25  0.10
N -1.46 1.90 1.29  -0.07
C -0.43 1.17 0.46  -0.12
C 1.01 1.04 1.18  -0.24
C 0.89 0.45 2.71  -0.52
Br 1.80 1.81 3.88  0.66
H -4.91 -0.15 -6.32  0.09
H -4.28 1.29 -5.36  0.08
H -5.65 0.28 -4.63  0.07
H -2.78 -0.97 -5.36  0.09
H -3.05 -0.13 -3.75  0.09
H -3.71 -2.98 -4.75  0.11
H -3.55 -2.39 -3.03  0.11
H -6.35 -1.84 -4.61  0.10
H -5.87 -3.52 -4.05  0.12
H -7.38 -1.80 -2.55  0.12
H -6.32 -3.04 -1.71  0.11
H -6.40 -0.15 -1.29  0.12
H -4.79 -0.30 -2.16  0.08
H -4.19 -2.26 -0.27  0.12
H -5.93 -2.01 0.33  0.12
H -5.59 0.23 1.25  0.12
H -4.16 -0.78 1.80  0.12
H -2.83 0.14 -0.42  0.12
H -4.13 1.41 -0.60  0.13
H -4.52 2.73 2.35  0.17
H -2.45 4.17 3.64  0.16
H -0.79 0.14 0.12  0.13
H -0.28 1.80 -0.49  0.14
H 1.62 2.01 1.20  0.08
H 1.62 0.30 0.54  0.13
H -0.21 0.39 3.01  0.06
H 1.45 -0.54 2.78  0.08
C 0.87 5.01 -0.40  -0.11
C 2.16 5.51 0.22  -0.27
C 2.66 6.83 -0.37  -0.22
C 3.01 6.78 -1.86  -0.23
C 4.07 5.75 -2.25  -0.27
C 5.42 6.00 -1.60  -0.11
H 0.99 4.80 -1.47  0.07
H 0.54 4.09 0.09  0.03
H 0.07 5.75 -0.29  0.08
H 2.93 4.74 0.14  0.10
H 1.99 5.66 1.29  0.11
H 3.53 7.17 0.20  0.10
H 1.89 7.60 -0.23  0.11
H 3.36 7.78 -2.17  0.11
H 2.10 6.59 -2.45  0.10
H 4.19 5.77 -3.34  0.11
H 3.72 4.74 -2.01  0.10
H 5.81 6.99 -1.87  0.08
H 6.15 5.25 -1.94  0.07
H 5.37 5.93 -0.51  0.07
C 1.56 2.68 11.15  -0.11
C 0.63 1.66 10.51  -0.27
C 1.37 0.57 9.74  -0.22
C 2.20 1.06 8.54  -0.22
C 1.42 1.83 7.48  -0.29
C 0.33 1.01 6.81  -0.17
H 2.14 3.23 10.40  0.07
H 0.98 3.41 11.72  0.07
H 2.25 2.19 11.84  0.06
H -0.09 2.17 9.86  0.10
H 0.04 1.18 11.30  0.11
H 0.64 -0.17 9.39  0.10
H 2.04 0.04 10.42  0.11
H 2.67 0.19 8.07  0.11
H 3.02 1.69 8.91  0.10
H 2.13 2.17 6.71  0.06
H 0.98 2.74 7.91  0.10
H 0.76 0.12 6.33  0.06
H -0.16 1.60 6.03  0.03
H -0.43 0.69 7.52  0.07
C -1.88 -3.07 -7.53  -0.11
C -0.58 -2.57 -6.90  -0.27
C -0.09 -1.25 -7.49  -0.23
C 0.26 -1.30 -8.99  -0.22
C 1.32 -2.33 -9.38  -0.28
C 2.68 -2.08 -8.73  -0.11
H -1.75 -3.28 -8.59  0.06
H -2.20 -3.99 -7.04  0.07
H -2.67 -2.33 -7.41  0.06
H 0.19 -3.34 -6.98  0.10
H -0.75 -2.42 -5.83  0.09
H 0.79 -0.92 -6.93  0.10
H -0.86 -0.48 -7.34  0.10
H 0.61 -0.30 -9.29  0.11
H -0.65 -1.49 -9.57  0.09
H 1.45 -2.30 -10.46  0.10
H 0.98 -3.34 -9.13  0.09
H 3.06 -1.09 -9.00  0.08
H 3.40 -2.82 -9.07  0.07
H 2.62 -2.14 -7.64  0.06
C -0.76 -7.01 -14.18  -0.11
C -0.23 -5.60 -14.38  -0.27
C 0.39 -5.00 -13.12  -0.23
C -0.56 -4.82 -11.94  -0.22
C -1.80 -3.96 -12.22  -0.26
C -1.45 -2.52 -12.59  -0.10
H -1.57 -7.03 -13.44  0.07
H -1.16 -7.40 -15.12  0.07
H 0.03 -7.68 -13.84  0.08
H -1.03 -4.95 -14.76  0.10
H 0.54 -5.63 -15.16  0.11
H 0.84 -4.03 -13.38  0.10
H 1.23 -5.63 -12.80  0.11
H 0.00 -4.38 -11.11  0.09
H -0.90 -5.80 -11.59  0.10
H -2.42 -3.95 -11.32  0.10
H -2.40 -4.40 -13.02  0.10
H -0.89 -2.04 -11.79  0.05
H -2.37 -1.94 -12.74  0.07
H -0.87 -2.46 -13.51  0.07
C 3.82 -2.89 15.46  -0.11
C 3.51 -1.62 16.24  -0.27
C 2.48 -0.72 15.56  -0.23
C 2.90 -0.17 14.19  -0.23
C 4.20 0.64 14.19  -0.27
C 4.12 1.90 15.04  -0.11
H 4.27 -2.66 14.49  0.06
H 4.53 -3.51 16.01  0.07
H 2.92 -3.48 15.29  0.08
H 4.43 -1.07 16.44  0.10
H 3.11 -1.91 17.22  0.11
H 2.23 0.11 16.23  0.10
H 1.54 -1.29 15.42  0.11
H 2.09 0.46 13.81  0.10
H 3.00 -0.99 13.48  0.10
H 4.42 0.94 13.16  0.10
H 5.04 0.02 14.52  0.10
H 3.31 2.55 14.71  0.07
H 5.06 2.46 14.98  0.07
H 3.95 1.66 16.10  0.07

* total charge: +1
* max |F|: 6.29 eV/A
* LUMO energy: -3.44 eV
* Kohn-Sham gap: 0.310 hartree

---

Formula: C44H99BrN10O10
Source: the Open Molecules 2025 dataset
Level of theory: ωB97M-V with the def2-TZVPD basis set

Each line ends with the Löwdin charge.
Positions of all 164 atoms, in Å:
C -1.66 3.81 5.16  -0.10
O -1.08 2.52 5.12  -0.19
C -1.24 1.81 3.91  -0.24
C -1.17 0.31 4.17  -0.13
C 0.21 -0.32 3.95  -0.15
C 1.32 0.50 4.58  -0.17
C 1.51 0.29 6.13  -0.15
C 0.46 -0.54 6.92  -0.68
O -0.20 0.08 7.75  0.01
O 0.49 -1.77 6.58  -0.07
N 2.85 -0.29 6.29  0.14
C 3.48 0.04 5.12  -0.42
N 4.79 0.18 5.14  -0.32
Br 5.80 0.70 3.70  0.89
N 2.71 0.27 4.02  0.05
C 2.90 -0.84 3.02  -0.10
C 3.10 -0.38 1.60  -0.21
C 4.30 -0.67 0.96  -0.10
C 4.52 -0.26 -0.34  -0.06
C 3.54 0.43 -1.03  -0.04
C 2.33 0.74 -0.41  -0.26
C 1.26 1.49 -1.16  -0.03
C 2.13 0.33 0.90  0.01
H -1.98 4.14 4.17  0.08
H -2.51 3.81 5.84  0.09
H -0.92 4.52 5.55  0.08
H -2.18 2.08 3.42  0.12
H -0.43 2.11 3.23  0.12
H -1.87 -0.17 3.48  0.12
H -1.53 0.09 5.18  0.12
H 0.35 -0.52 2.89  0.09
H 0.21 -1.30 4.46  0.11
H 1.14 1.56 4.49  0.13
H 1.54 1.29 6.57  0.14
H 2.78 -1.31 6.39  0.15
H 5.26 0.00 6.01  0.11
H 3.80 -1.39 3.29  0.09
H 2.07 -1.54 3.11  0.13
H 5.08 -1.22 1.48  0.08
H 5.46 -0.49 -0.83  0.09
H 3.70 0.74 -2.05  0.09
H 1.07 1.04 -2.13  0.08
H 0.32 1.44 -0.60  0.07
H 1.51 2.55 -1.27  0.07
H 1.19 0.59 1.36  0.10
C -2.09 -2.57 -5.37  -0.06
C -1.78 -2.59 -3.88  -0.43
C -2.59 -1.58 -3.06  -0.21
O -2.18 -0.23 -3.16  -0.19
C -2.70 0.44 -4.29  -0.11
N -0.33 -2.45 -3.69  0.05
H -1.61 -1.72 -5.87  0.07
H -1.72 -3.47 -5.84  0.08
H -3.17 -2.51 -5.55  0.08
H -2.07 -3.58 -3.51  0.11
H -2.48 -1.84 -2.00  0.13
H -3.66 -1.66 -3.29  0.10
H -3.69 0.05 -4.55  0.08
H -2.05 0.37 -5.17  0.08
H -2.80 1.49 -4.03  0.09
H -0.10 -2.59 -2.71  0.07
H -0.09 -1.48 -3.88  0.06
C -7.20 -6.17 -1.87  -0.07
C -7.26 -4.83 -2.60  -0.43
C -6.02 -4.52 -3.45  -0.20
O -4.89 -4.10 -2.71  -0.20
C -4.10 -5.14 -2.17  -0.10
N -7.54 -3.76 -1.64  0.05
H -6.55 -6.12 -1.00  0.07
H -8.19 -6.45 -1.53  0.07
H -6.83 -6.96 -2.53  0.08
H -8.10 -4.87 -3.30  0.14
H -6.27 -3.66 -4.09  0.12
H -5.76 -5.35 -4.11  0.12
H -4.08 -6.02 -2.81  0.10
H -4.44 -5.43 -1.17  0.08
H -3.08 -4.75 -2.07  0.07
H -7.69 -2.89 -2.14  0.03
H -6.70 -3.60 -1.10  0.07
C 5.09 5.01 -4.13  -0.07
C 3.92 4.11 -4.49  -0.43
C 2.54 4.75 -4.27  -0.21
O 2.13 4.84 -2.92  -0.20
C 2.65 5.93 -2.19  -0.10
N 4.05 2.84 -3.75  0.04
H 5.24 5.08 -3.06  0.06
H 6.01 4.61 -4.56  0.08
H 4.95 6.02 -4.53  0.08
H 3.98 3.88 -5.55  0.14
H 1.79 4.13 -4.76  0.12
H 2.50 5.75 -4.74  0.12
H 2.75 6.82 -2.82  0.09
H 3.62 5.70 -1.73  0.08
H 1.94 6.15 -1.39  0.09
H 3.33 2.20 -4.07  0.07
H 3.81 3.03 -2.78  0.06
C 4.73 -6.18 6.01  -0.06
C 4.56 -4.71 5.63  -0.43
C 4.13 -4.49 4.17  -0.21
O 5.16 -4.66 3.22  -0.19
C 5.41 -5.99 2.81  -0.10
N 5.79 -3.98 5.95  0.04
H 5.66 -6.59 5.62  0.07
H 4.77 -6.28 7.10  0.08
H 3.90 -6.78 5.64  0.08
H 3.76 -4.30 6.26  0.14
H 3.82 -3.45 4.07  0.10
H 3.26 -5.11 3.92  0.13
H 4.48 -6.58 2.79  0.09
H 6.13 -6.49 3.47  0.08
H 5.82 -5.95 1.81  0.09
H 5.62 -2.99 5.80  0.05
H 6.48 -4.23 5.25  0.07
C -7.93 1.60 -1.50  -0.06
C -6.70 0.70 -1.45  -0.42
C -6.40 0.00 -2.78  -0.19
O -7.23 -1.10 -3.09  -0.23
C -8.48 -0.77 -3.67  -0.09
N -6.85 -0.24 -0.34  0.05
H -8.86 1.03 -1.46  0.07
H -7.94 2.27 -0.65  0.07
H -7.94 2.21 -2.41  0.08
H -5.84 1.33 -1.24  0.13
H -5.39 -0.42 -2.71  0.10
H -6.39 0.72 -3.61  0.12
H -8.40 0.10 -4.32  0.09
H -9.25 -0.58 -2.91  0.08
H -8.80 -1.62 -4.27  0.09
H -5.98 -0.77 -0.22  0.07
H -7.54 -0.94 -0.60  0.06
C -6.26 7.10 0.55  -0.07
C -7.41 6.83 -0.42  -0.43
C -7.58 5.35 -0.79  -0.22
O -6.64 4.87 -1.73  -0.20
C -5.39 4.50 -1.18  -0.11
N -7.27 7.70 -1.59  0.04
H -5.30 7.08 0.03  0.06
H -6.37 8.09 0.99  0.08
H -6.24 6.37 1.36  0.08
H -8.34 7.12 0.09  0.14
H -8.55 5.24 -1.28  0.12
H -7.59 4.72 0.10  0.12
H -5.49 4.07 -0.18  0.09
H -4.69 5.34 -1.14  0.08
H -4.95 3.74 -1.83  0.08
H -8.09 7.62 -2.17  0.07
H -6.51 7.33 -2.16  0.07
C 9.36 -0.04 -1.63  -0.07
C 9.12 -0.05 -0.12  -0.43
C 10.35 -0.43 0.71  -0.21
O 10.66 -1.80 0.71  -0.19
C 11.40 -2.26 -0.41  -0.10
N 7.96 -0.90 0.17  0.05
H 9.38 -1.05 -2.04  0.07
H 8.55 0.50 -2.13  0.08
H 10.30 0.45 -1.88  0.08
H 8.85 0.97 0.17  0.13
H 10.15 -0.18 1.75  0.12
H 11.22 0.16 0.40  0.12
H 12.11 -1.50 -0.75  0.09
H 10.76 -2.55 -1.24  0.08
H 11.96 -3.14 -0.08  0.09
H 7.72 -0.82 1.15  0.06
H 8.26 -1.87 0.06  0.08

* total charge: 0
* max |F|: 1.22 eV/A
* LUMO energy: -0.95 eV
* Kohn-Sham gap: 0.259 hartree

---

Formula: C45H101F2N3O8P2S2
Source: the Open Molecules 2025 dataset
Level of theory: ωB97M-V with the def2-TZVPD basis set

Each line ends with the Löwdin charge.
Positions of all 163 atoms, in Å:
N -4.14 15.32 13.79  -0.31
S -4.24 15.47 12.21  0.46
O -5.44 15.94 11.63  -0.26
O -3.50 14.51 11.46  -0.28
F -3.26 16.74 12.12  -0.21
S -5.11 14.01 14.04  0.50
O -4.58 12.75 13.70  -0.21
O -6.46 14.32 13.83  -0.24
F -5.01 13.98 15.63  -0.18
C -0.81 16.30 15.57  0.03
C -1.97 16.10 16.48  -0.38
O -1.95 15.62 17.54  0.20
N -3.31 16.68 16.05  0.08
H -3.32 17.66 15.77  0.18
H -3.68 16.19 15.18  0.08
C -4.34 16.45 17.13  0.01
H 0.15 16.46 16.06  0.10
H -0.96 17.18 14.94  0.09
H -0.67 15.47 14.86  0.09
H -5.30 16.78 16.73  0.08
H -4.05 17.13 17.93  0.11
H -4.30 15.43 17.47  0.09
C -5.02 10.56 8.54  -0.10
C -5.27 11.99 9.00  -0.25
C -6.20 12.70 8.06  -0.18
C -6.24 14.18 8.45  -0.08
N -7.21 15.01 7.59  -0.26
C -7.50 16.35 8.23  -0.11
C -8.30 16.08 9.48  -0.13
C -9.09 14.84 9.09  -0.13
C -8.66 14.52 7.66  -0.11
C -6.85 15.15 6.15  0.03
H -4.74 10.48 7.49  0.07
H -5.89 9.92 8.70  0.08
H -4.21 10.10 9.12  0.07
H -4.33 12.54 9.04  0.11
H -5.70 11.93 10.00  0.12
H -7.22 12.34 7.99  0.12
H -5.83 12.69 7.03  0.12
H -5.38 14.80 8.19  0.14
H -6.58 14.25 9.48  0.12
H -8.03 16.98 7.52  0.14
H -6.53 16.83 8.38  0.14
H -8.95 16.86 9.85  0.13
H -7.60 15.94 10.31  0.09
H -10.17 14.82 9.22  0.14
H -8.84 13.96 9.70  0.11
H -9.33 15.02 6.96  0.14
H -8.79 13.46 7.43  0.13
H -5.86 15.60 6.15  0.11
H -7.60 15.78 5.68  0.11
H -6.86 14.15 5.72  0.11
C -7.35 18.00 13.17  -0.10
C -6.87 18.12 14.59  -0.27
C -8.04 18.07 15.55  -0.23
C -8.48 16.60 15.76  -0.25
P -9.63 16.40 17.14  1.02
C -10.31 14.75 17.46  -0.23
C -9.27 13.69 17.84  -0.23
C -8.49 13.18 16.62  -0.26
C -7.41 12.14 16.92  -0.09
C -10.99 17.51 16.74  -0.26
C -12.17 17.57 17.67  -0.27
C -13.45 18.15 17.04  -0.25
C -14.66 18.10 18.00  -0.09
C -8.83 17.02 18.63  -0.26
C -9.67 16.97 19.93  -0.23
C -9.63 18.27 20.76  -0.25
C -10.53 19.41 20.41  -0.11
H -6.57 17.81 12.44  0.05
H -8.08 18.72 12.79  0.09
H -7.90 17.04 13.14  0.07
H -6.18 18.95 14.75  0.11
H -6.24 17.23 14.73  0.07
H -8.91 18.64 15.20  0.11
H -7.71 18.54 16.48  0.10
H -7.56 16.12 16.12  0.07
H -8.89 16.18 14.83  0.07
H -10.83 14.51 16.53  0.12
H -10.98 14.92 18.30  0.08
H -9.81 12.82 18.23  0.12
H -8.51 13.93 18.59  0.11
H -7.96 14.02 16.15  0.07
H -9.18 12.84 15.84  0.13
H -6.87 11.97 15.99  0.06
H -7.77 11.19 17.32  0.08
H -6.67 12.51 17.63  0.07
H -11.34 17.29 15.72  0.12
H -10.61 18.52 16.54  0.10
H -12.00 18.11 18.60  0.08
H -12.45 16.60 18.12  0.10
H -13.57 17.94 15.98  0.11
H -13.23 19.23 17.00  0.11
H -14.76 17.14 18.50  0.07
H -15.54 18.41 17.45  0.08
H -14.45 18.87 18.74  0.07
H -8.37 17.99 18.47  0.09
H -8.02 16.32 18.85  0.09
H -9.22 16.16 20.52  0.11
H -10.67 16.52 19.86  0.10
H -8.60 18.57 20.51  0.10
H -9.52 18.10 21.83  0.11
H -10.44 19.70 19.35  0.07
H -10.24 20.28 21.00  0.08
H -11.60 19.23 20.55  0.07
C 1.70 15.50 5.66  -0.11
C 2.79 15.91 6.60  -0.26
C 2.42 15.84 8.07  -0.25
C 1.98 14.46 8.55  -0.24
P 1.42 14.39 10.29  1.03
C 2.88 13.90 11.26  -0.27
C 4.11 14.79 11.05  -0.26
C 5.14 14.60 12.15  -0.26
C 5.88 13.26 12.12  -0.08
C 0.71 15.95 10.90  -0.23
C 0.71 16.05 12.42  -0.26
C 1.90 16.67 13.12  -0.24
C 2.00 18.18 12.87  -0.08
C 0.29 13.00 10.49  -0.26
C 0.80 11.70 9.79  -0.23
C 0.74 10.47 10.73  -0.26
C 1.82 10.51 11.80  -0.09
H 0.77 16.05 5.82  0.08
H 1.37 14.46 5.77  0.07
H 1.93 15.68 4.61  0.08
H 3.02 16.96 6.42  0.12
H 3.71 15.35 6.44  0.12
H 1.67 16.60 8.33  0.10
H 3.31 16.10 8.65  0.10
H 2.86 13.80 8.63  0.10
H 1.32 13.80 7.97  0.09
H 3.04 12.88 10.93  0.07
H 2.60 13.99 12.31  0.10
H 3.87 15.86 11.04  0.10
H 4.55 14.58 10.07  0.12
H 4.60 14.69 13.11  0.10
H 5.80 15.46 12.23  0.12
H 5.24 12.45 11.79  0.06
H 6.28 12.99 13.10  0.08
H 6.77 13.36 11.49  0.08
H -0.33 15.92 10.56  0.11
H 1.15 16.78 10.34  0.08
H 0.41 15.09 12.85  0.10
H -0.15 16.66 12.72  0.10
H 2.84 16.17 12.88  0.08
H 1.74 16.59 14.20  0.10
H 2.05 18.36 11.79  0.07
H 2.90 18.61 13.32  0.08
H 1.17 18.71 13.34  0.08
H -0.60 13.34 9.96  0.09
H -0.01 12.82 11.52  0.10
H 1.87 11.80 9.57  0.09
H 0.19 11.51 8.92  0.12
H 0.85 9.60 10.09  0.12
H -0.31 10.41 11.05  0.11
H 2.77 10.53 11.27  0.08
H 1.80 9.59 12.37  0.08
H 1.79 11.42 12.41  0.06
O -8.59 13.33 12.40  0.03
C -9.80 13.92 12.71  -0.82
O -9.82 15.09 13.25  -0.13
O -10.87 13.46 12.28  -0.03
H -8.09 13.99 12.91  0.03

* total charge: +2
* max |F|: 4.89 eV/A
* LUMO energy: -4.21 eV
* Kohn-Sham gap: 0.207 hartree

---

| no. | E_tot (a.u.) | highest occupied orbital energy (eV) |
| --- | --- | --- |
| 1 | -4472.572908 | -11.881 |
| 2 | -5609.630545 | -7.990 |
| 3 | -4219.637639 | -9.843 |